{"formula": "C33H56BClN3O6PS2", "method": "ωB97M-V/def2-TZVPD", "symbols": ["C", "C", "C", "C", "C", "C", "C", "C", "N", "C", "C", "C", "C", "C", "C", "C", "C", "C", "S", "S", "C", "C", "C", "O", "P", "O", "O", "C", "C", "O", "Cl", "O", "B", "C", "O", "H", "H", "H", "H", "H", "H", "H", "H", "H", "H", "H", "H", "H", "H", "H", "H", "H", "H", "H", "H", "H", "H", "H", "H", "H", "H", "H", "H", "H", "H", "H", "H", "H", "H", "H", "H", "H", "H", "H", "H", "H", "H", "H", "H", "H", "H", "C", "C", "C", "N", "C", "C", "H", "H", "H", "H", "H", "C", "C", "C", "N", "C", "C", "H", "H", "H", "H", "H"], "positions_angstrom": [[0.2368, 1.8081, -1.9767], [-1.0249, 1.1277, -2.5136], [-2.3413, 1.5728, -1.8510], [-2.3271, 1.8650, -0.3404], [-2.6217, 0.6606, 0.5573], [-1.6791, -0.5449, 0.3624], [-2.3544, -1.8486, -0.1165], [-1.6996, -2.5329, -1.3280], [-1.4412, -3.9755, -1.1272], [-1.2979, -4.6658, -2.4340], [-2.6400, -5.2505, -2.9071], [-3.2858, -4.4759, -4.0654], [-2.3558, -4.2516, -5.2730], [-2.0616, -2.7745, -5.5668], [-0.7483, -2.5756, -6.3319], [-0.6749, -1.3072, -7.1961], [-1.4310, -0.0880, -6.6391], [-0.2887, -4.2143, -0.3337], [-0.3592, -4.9077, 1.1204], [1.3061, -3.7740, -1.0777], [1.8231, -2.4297, 0.0329], [2.8377, -2.8593, 1.0987], [4.2728, -2.7949, 0.5914], [4.8122, -1.4720, 0.8678], [6.2943, -1.3642, 1.3889], [7.3105, -2.1906, 0.7373], [6.1098, -1.6471, 2.9580], [7.2575, -1.4820, 3.7797], [7.2997, -0.1017, 4.4029], [8.2095, 0.6247, 4.3752], [5.8212, 0.3178, 5.2677], [6.6199, 0.1902, 1.3990], [6.8491, 0.9753, 0.2549], [8.0468, 1.9711, 0.2661], [6.0196, 0.8102, -0.8372], [1.0386, 1.7578, -2.7177], [0.0625, 2.8575, -1.7321], [0.6136, 1.3056, -1.0807], [-1.0980, 1.3459, -3.5837], [-0.9039, 0.0423, -2.4547], [-2.7208, 2.4493, -2.3834], [-3.0879, 0.7855, -2.0184], [-3.1219, 2.5940, -0.1467], [-1.4042, 2.3471, -0.0095], [-3.6684, 0.3624, 0.4343], [-2.5195, 0.9945, 1.5940], [-1.2095, -0.7599, 1.3275], [-0.8681, -0.2786, -0.3179], [-3.3905, -1.6239, -0.3803], [-2.3832, -2.5763, 0.6968], [-0.7587, -2.0347, -1.6044], [-2.3595, -2.4737, -2.1943], [-0.5610, -5.4644, -2.3228], [-0.8873, -3.9624, -3.1677], [-3.3200, -5.2348, -2.0529], [-2.5200, -6.2977, -3.1971], [-3.6416, -3.5109, -3.6877], [-4.1797, -5.0182, -4.3827], [-2.8015, -4.7038, -6.1635], [-1.4020, -4.7634, -5.1054], [-2.8901, -2.3451, -6.1386], [-2.0215, -2.2351, -4.6142], [0.0929, -2.5969, -5.6318], [-0.6172, -3.4468, -6.9835], [-1.0392, -1.5263, -8.2032], [0.3743, -1.0253, -7.3161], [-2.4273, 0.0050, -7.0720], [-0.8975, 0.8322, -6.8881], [-1.5111, -0.1183, -5.5510], [0.9361, -2.0212, 0.5104], [2.2394, -1.6349, -0.5927], [2.7488, -2.1645, 1.9391], [2.6066, -3.8641, 1.4525], [4.9033, -3.5557, 1.0517], [4.3088, -2.9133, -0.4934], [7.1891, -2.2220, 4.5789], [8.1889, -1.6214, 3.2277], [8.9212, 1.4874, -0.1808], [7.8184, 2.8643, -0.3184], [8.3176, 2.2763, 1.2782], [5.2005, 1.3117, -0.7715], [-0.6767, 2.8090, 5.7753], [-1.7460, 3.4083, 5.1309], [-1.7336, 3.4534, 3.7451], [-0.7525, 2.9543, 2.9965], [0.2688, 2.3818, 3.6306], [0.3534, 2.2835, 5.0108], [-0.6455, 2.7525, 6.8560], [-2.5692, 3.8438, 5.6795], [-2.5530, 3.9157, 3.2049], [1.0578, 1.9823, 3.0012], [1.2058, 1.8060, 5.4702], [-6.3012, 7.4803, 6.2102], [-6.2202, 6.6182, 5.1287], [-5.0012, 6.0165, 4.8548], [-3.8993, 6.2223, 5.5730], [-3.9918, 7.0540, 6.6082], [-5.1629, 7.7040, 6.9677], [-7.2344, 7.9693, 6.4579], [-7.0815, 6.4134, 4.5079], [-4.9020, 5.3346, 4.0167], [-3.0805, 7.2077, 7.1758], [-5.1780, 8.3686, 7.8205]], "atomic_forces_ev_per_a": [[0.102, -0.216, -0.068], [0.084, 0.143, -0.144], [-0.075, -0.291, 0.128], [-0.347, 0.029, 0.023], [0.316, 0.100, 0.176], [-0.034, -0.262, 0.232], [0.003, 0.027, -0.172], [0.015, -0.075, 0.147], [0.285, -0.071, -0.222], [-0.121, -0.035, 0.101], [-0.133, 0.235, -0.097], [-0.032, -0.064, 0.019], [-0.034, 0.081, 0.032], [0.079, -0.071, 0.051], [-0.149, -0.160, -0.208], [0.061, 0.208, 0.097], [0.258, 0.099, -0.115], [-0.067, -0.105, 0.228], [-0.048, 0.258, -0.015], [-0.106, 0.246, -0.391], [0.145, -0.010, 0.478], [0.053, 0.340, -0.158], [-0.145, -0.074, -0.076], [0.185, -0.030, 0.169], [-0.123, 0.146, 0.094], [-0.169, 0.074, 0.084], [0.100, 0.022, -0.133], [-0.059, -0.265, -0.013], [-0.949, -0.896, -0.072], [1.355, 1.025, -0.014], [-0.372, 0.057, 0.120], [-0.042, -0.224, -0.322], [0.013, 0.002, -0.068], [-0.147, 0.204, 0.193], [0.109, 0.241, 0.283], [-0.039, 0.041, 0.023], [0.022, -0.019, -0.031], [-0.106, 0.156, 0.059], [-0.071, -0.021, 0.045], [0.000, 0.056, 0.052], [0.135, 0.050, 0.072], [-0.028, 0.100, -0.105], [0.107, 0.043, 0.025], [0.039, -0.058, -0.119], [0.083, -0.089, -0.085], [-0.144, 0.069, -0.057], [0.121, 0.064, -0.101], [-0.023, 0.029, 0.021], [-0.017, -0.109, 0.088], [-0.085, 0.035, -0.021], [-0.022, 0.024, -0.050], [0.050, 0.037, 0.030], [-0.064, -0.004, 0.024], [0.061, -0.095, -0.025], [0.045, -0.128, -0.002], [0.105, 0.066, -0.026], [0.015, -0.020, -0.085], [-0.009, 0.034, 0.058], [0.148, -0.027, -0.001], [-0.074, -0.052, -0.035], [-0.031, 0.001, 0.090], [-0.030, 0.078, -0.094], [-0.090, -0.007, 0.062], [0.115, 0.065, 0.004], [-0.041, 0.007, 0.053], [-0.010, -0.134, -0.040], [-0.067, -0.080, 0.189], [-0.058, -0.020, -0.023], [-0.059, -0.015, -0.042], [-0.134, -0.039, -0.063], [-0.030, -0.104, -0.041], [0.100, -0.179, 0.089], [-0.051, 0.062, 0.009], [0.014, 0.060, -0.005], [0.088, -0.156, 0.059], [0.046, 0.052, -0.005], [-0.070, -0.036, -0.044], [-0.031, 0.014, -0.018], [0.102, -0.079, -0.070], [0.063, -0.090, -0.023], [-0.087, -0.229, -0.150], [0.001, -0.020, 0.002], [0.009, -0.027, 0.033], [-0.003, 0.003, -0.060], [-0.001, -0.034, -0.055], [-0.018, 0.002, -0.014], [-0.040, 0.019, -0.008], [0.003, -0.002, 0.000], [0.013, 0.049, -0.017], [0.000, 0.018, 0.016], [-0.006, 0.003, 0.020], [0.063, -0.027, 0.027], [-0.001, 0.001, 0.000], [-0.003, 0.011, 0.009], [0.023, -0.002, 0.000], [-0.035, -0.037, 0.005], [0.027, -0.004, -0.012], [-0.011, 0.002, -0.011], [-0.001, 0.000, 0.001], [0.003, -0.007, -0.005], [-0.019, 0.003, -0.005], [-0.009, 0.006, 0.014], [0.009, 0.001, 0.002]], "smiles": "CCCCCCCCN(CCCCCCCC)C(=S)SCCCO[P@](=O)(OCC(=O)Cl)OB(C)O.c1ccncc1.c1ccncc1", "e_homo_ha": -0.3117, "total_energy_ev": -96047.0058, "homo_lumo_gap_ev": 8.1}

{"formula": "C33H56O30", "method": "ωB97M-V/def2-TZVPD", "symbols": ["C", "C", "C", "O", "C", "O", "O", "H", "H", "H", "H", "H", "H", "C", "C", "C", "O", "C", "O", "O", "H", "H", "H", "H", "H", "H", "C", "C", "O", "C", "O", "O", "C", "H", "H", "H", "H", "H", "H", "H", "H", "C", "O", "C", "O", "O", "C", "H", "H", "H", "H", "H", "H", "C", "O", "C", "O", "O", "C", "H", "H", "H", "H", "H", "H", "C", "O", "C", "O", "O", "C", "H", "H", "H", "H", "H", "H", "C", "O", "C", "O", "O", "C", "H", "H", "H", "H", "H", "H", "O", "C", "O", "C", "C", "O", "H", "H", "H", "H", "O", "C", "O", "C", "C", "O", "H", "H", "H", "H", "O", "C", "O", "C", "C", "O", "H", "H", "H", "H"], "positions_angstrom": [[-1.7355, -7.0951, 3.9861], [-2.1489, -6.1366, 2.8871], [-2.9637, -4.9278, 3.4014], [-2.4312, -3.8477, 2.6369], [-1.1711, -4.1686, 2.2536], [-0.4675, -3.4188, 1.6502], [-0.9399, -5.4299, 2.5293], [-0.7167, -6.9526, 4.3645], [-1.4301, -8.0713, 3.5789], [-2.4334, -7.2373, 4.8053], [-2.6897, -6.6892, 2.1220], [-3.0033, -4.7905, 4.4831], [-4.0197, -4.9828, 3.1267], [2.7766, 4.2337, 3.6982], [3.6023, 3.3196, 4.6005], [3.3648, 3.5087, 6.1082], [3.3859, 2.1646, 6.6040], [3.2142, 1.3261, 5.5935], [3.1722, 0.1277, 5.6373], [3.1351, 1.9867, 4.4284], [1.7375, 4.2265, 4.0389], [2.6969, 3.7771, 2.7110], [3.1384, 5.2586, 3.6975], [4.6550, 3.4546, 4.3352], [2.3798, 3.9074, 6.3524], [4.1722, 4.1290, 6.4921], [-2.4646, 2.4502, -1.9240], [-3.7423, 1.8194, -1.3884], [-4.3224, 0.9589, -2.3669], [-5.3983, 1.4507, -3.0082], [-5.9720, 2.4532, -2.6953], [-5.7445, 0.5780, -3.9250], [-6.7325, 0.9272, -4.8944], [-2.7075, 2.7631, -2.9450], [-1.6334, 1.7524, -2.0073], [-2.2107, 3.3514, -1.3709], [-4.4351, 2.5921, -1.0680], [-3.4599, 1.2168, -0.5236], [-7.0815, 0.0064, -5.3485], [-6.3555, 1.6560, -5.6087], [-7.5558, 1.3699, -4.3257], [5.2013, -0.1361, -6.4175], [4.9598, -0.1777, -5.0228], [4.5115, 0.9425, -4.4544], [4.3021, 1.9960, -5.0202], [4.1967, 0.6906, -3.2156], [3.5811, 1.6172, -2.3402], [5.7494, -1.0353, -6.6727], [5.7582, 0.7676, -6.6772], [4.3323, -0.0302, -7.0726], [4.2517, 2.4334, -2.0773], [3.2652, 1.0675, -1.4608], [2.6893, 2.0789, -2.7647], [-6.0446, -2.9835, 4.3842], [-5.4500, -1.8898, 3.7031], [-4.1621, -1.5812, 4.0143], [-3.5149, -1.9693, 4.9454], [-3.7768, -0.7476, 3.0687], [-2.4152, -0.3328, 3.1155], [-6.2280, -3.7665, 3.6444], [-6.9798, -2.6650, 4.8379], [-5.3756, -3.4139, 5.1309], [-2.1755, 0.2192, 4.0229], [-2.2930, 0.3969, 2.3123], [-1.7280, -1.1453, 2.8864], [1.2792, -5.0390, -0.2860], [1.8491, -4.2626, -1.3107], [3.1039, -4.5848, -1.6521], [3.8164, -5.4198, -1.1776], [3.5370, -3.8503, -2.6631], [2.9012, -2.6893, -3.1582], [1.6574, -4.9191, 0.7274], [1.3235, -6.1135, -0.4984], [0.2084, -4.8519, -0.2661], [1.8192, -2.7895, -3.0477], [3.2061, -2.4661, -4.1755], [3.2392, -1.8517, -2.5385], [0.5018, 9.9290, -1.4163], [-0.0699, 8.8401, -0.7392], [0.2855, 7.6195, -1.0990], [1.1520, 7.3459, -1.8848], [-0.4697, 6.7584, -0.4444], [-0.3484, 5.3784, -0.6835], [1.5679, 9.7799, -1.5920], [0.2067, 10.8482, -0.9203], [0.1198, 10.0619, -2.4381], [0.6365, 4.9166, -0.5823], [-0.5875, 5.1985, -1.7368], [-0.9902, 4.8076, -0.0206], [0.7287, 2.7217, 0.8041], [0.4492, 1.6386, 0.3929], [0.7360, 1.0950, -0.8089], [0.4217, -0.2908, -0.8250], [0.1449, -0.6145, 0.6474], [-0.0954, 0.6725, 1.1691], [-0.3265, -0.5079, -1.5836], [1.2748, -0.9209, -1.0932], [0.9602, -1.1536, 1.1245], [-0.7457, -1.2391, 0.6632], [5.0124, -1.8685, -0.3192], [4.6659, -1.1704, 0.5740], [3.5670, -0.3852, 0.5870], [3.4986, 0.4561, 1.7144], [4.5800, -0.1547, 2.6387], [5.2861, -1.0505, 1.7503], [3.7057, 1.4878, 1.4152], [2.5162, 0.4931, 2.1824], [4.1381, -0.8404, 3.3575], [5.3093, 0.5147, 3.0806], [-1.1110, -2.9377, -1.6104], [-1.7087, -2.7221, -2.6164], [-1.8585, -3.6443, -3.5789], [-2.5160, -3.1300, -4.7107], [-2.8699, -1.7025, -4.2736], [-2.2377, -1.5386, -2.9834], [-1.8508, -3.1940, -5.5723], [-3.4163, -3.6772, -4.9963], [-3.9053, -1.3780, -4.1853], [-2.4174, -0.9583, -4.9328]], "atomic_forces_ev_per_a": [[1.358, -1.641, -0.235], [0.213, 0.898, 2.675], [-1.402, -0.562, -0.838], [0.121, 0.319, 0.772], [-1.176, 1.055, -0.996], [0.272, -0.038, 0.614], [0.675, -1.741, -0.926], [-0.401, 1.349, 0.419], [-1.136, -0.182, -0.285], [-0.132, 0.084, -0.088], [0.575, 0.443, -0.757], [0.898, 0.346, 0.003], [0.055, -0.208, -0.186], [-0.630, -0.720, 0.432], [-1.200, 1.167, -0.015], [0.177, 0.178, -0.696], [0.458, 0.354, 0.794], [0.223, -1.671, -0.674], [-0.175, 0.747, 0.510], [0.426, 0.090, -0.787], [0.062, 0.155, 0.190], [0.442, 0.374, -0.206], [0.133, -0.047, -0.236], [0.085, -0.620, 0.126], [0.111, 0.262, -0.154], [-0.144, -0.275, 0.622], [-0.729, 0.103, -0.986], [1.064, 0.215, 0.831], [-0.149, -0.068, -0.321], [0.306, -0.039, 1.386], [-0.362, 0.548, -0.558], [0.572, -1.055, -1.129], [-0.773, 0.579, 1.136], [0.244, 0.217, 0.000], [0.032, 0.021, 0.252], [0.184, -0.165, 0.155], [-0.189, -0.143, -0.140], [-0.454, -0.272, -0.060], [0.259, -0.010, -0.137], [0.102, -0.150, -0.072], [-0.102, 0.091, -0.412], [0.470, 0.974, -0.819], [-0.165, -0.298, 0.219], [-1.245, 1.371, -1.080], [0.499, -0.466, 0.065], [0.321, -1.446, 1.198], [-0.368, 0.888, -0.199], [0.049, -0.012, 0.085], [0.407, -0.219, 0.195], [-0.499, -0.392, 0.615], [0.216, -0.103, 0.031], [0.271, -0.164, -0.008], [0.038, -0.150, -0.328], [0.219, -0.533, 0.006], [0.592, -0.007, 0.357], [-0.831, -0.045, -0.452], [-0.108, -0.274, 0.112], [0.289, 0.243, -0.154], [0.412, 0.918, -0.657], [-0.230, 0.111, -0.006], [0.036, 0.027, 0.002], [-0.037, 0.306, 0.126], [-0.011, -0.477, 0.273], [-0.254, -0.159, -0.020], [-0.109, -0.187, 0.446], [-1.307, -1.651, 0.496], [0.252, 0.112, 0.272], [0.322, 0.458, -0.294], [-0.505, -0.384, 0.452], [0.873, -0.167, -1.034], [-0.614, 0.677, 1.143], [0.441, 0.548, -0.250], [0.520, 0.123, -0.246], [0.152, 0.606, -0.123], [0.030, 0.110, -0.336], [0.090, -0.491, -0.082], [-0.091, 0.036, -0.093], [0.381, 0.446, -1.541], [-0.867, 0.297, 0.650], [0.555, -0.428, -0.495], [0.155, -0.093, -0.254], [-0.519, 0.310, 1.236], [0.597, -1.125, -1.409], [0.081, 0.254, 0.619], [0.398, -0.187, 0.516], [-0.347, -0.497, 0.122], [0.272, 0.741, 0.376], [-0.352, -0.137, 0.138], [-0.308, 0.487, 0.072], [-0.307, 0.308, -0.652], [0.612, -1.707, 0.405], [0.379, 1.141, -0.182], [0.982, -1.291, 0.020], [-1.211, -0.524, -1.787], [-0.209, 0.673, 1.235], [-0.506, 0.273, 0.472], [0.309, 0.609, -0.348], [0.092, 0.369, 0.201], [-0.022, 0.130, 0.561], [-0.235, 0.044, -0.233], [0.109, 0.088, 0.690], [-1.115, -0.039, -1.121], [0.866, 0.605, 0.889], [-0.435, -1.062, -0.560], [0.730, 0.277, 0.086], [0.247, -0.079, -0.092], [-0.073, -0.491, -0.148], [-0.074, 0.530, 0.478], [-0.187, 0.150, 0.038], [-0.180, 0.239, 0.298], [0.492, 0.107, -0.084], [-0.165, -0.889, 0.090], [-0.728, 0.609, -0.415], [0.597, 1.417, -0.336], [-0.190, -0.620, -0.220], [0.151, 0.286, 0.132], [0.083, -0.331, 0.491], [-0.183, -0.667, 0.134], [0.111, -0.089, -0.009]], "smiles": "C[C@H]1COC(=O)O1.C[C@H]1COC(=O)O1.CCOC(=O)OC.COC(=O)OC.COC(=O)OC.COC(=O)OC.COC(=O)OC.O=C1OCCO1.O=C1OCCO1.O=C1OCCO1", "e_homo_ha": -0.3668, "total_energy_ev": -96553.4655, "homo_lumo_gap_ev": 10.3}